Molecular formula: C33H57NP2Sc
Method: DFT, ωB97M-V/def2-TZVPD

Total charge = +1
Orbital gap (alpha / beta) = 7.772 / 5.707 eV
Molar mass = 574.730 g/mol
LUMO energy (alpha / beta) = -1.982 / -2.808 eV

Each line ends with the Mulliken charge.
Atoms and positions in Å:
Sc: -0.24696 0.49168 -0.81888  -1.05
C: -1.97535 2.01325 -0.33138  0.73
C: -2.41287 1.12112 -1.36913  0.41
C: -2.07440 -0.13008 0.53992  -0.17
C: -1.77817 1.22770 0.84733  0.56
C: -2.49769 -0.20055 -0.82167  0.78
C: -1.84225 3.49409 -0.42379  -1.32
H: -1.44457 3.81496 -1.39293  0.19
H: -1.18692 3.89128 0.35694  0.25
H: -2.80754 4.00592 -0.30284  0.39
C: -1.47841 1.65773 2.23914  -0.94
H: -1.19361 2.71030 2.29688  0.42
H: -0.66495 1.03825 2.64798  -0.02
H: -2.34568 1.50105 2.90432  0.20
C: -2.03642 -1.21298 1.55590  0.10
H: -2.93946 -1.21743 2.19857  0.44
H: -1.16215 -1.06064 2.22152  -1.26
H: -1.91706 -2.20725 1.10764  0.27
C: -3.11132 -1.38298 -1.48522  -1.41
H: -4.20850 -1.34401 -1.41804  0.30
H: -2.80178 -2.31697 -1.01044  0.32
H: -2.85505 -1.43621 -2.54869  0.22
C: -2.86634 1.49830 -2.73035  -1.01
H: -3.86652 1.94972 -2.70329  0.39
H: -2.93043 0.62264 -3.37757  0.33
H: -2.19408 2.21393 -3.20692  0.08
C: 1.56584 0.84941 -3.57091  -0.22
C: 0.52313 1.68874 -3.72370  0.68
C: -0.13173 1.92122 -5.04913  -1.50
C: -1.01032 0.79004 -5.65881  -1.40
C: -1.12000 -0.52682 -4.95061  -0.28
C: -0.07149 -1.34478 -4.80550  -0.35
C: 1.27876 -1.02425 -5.37850  -1.20
C: 2.15113 0.07927 -4.71541  -1.37
H: 0.61333 2.17382 -5.82357  0.51
H: -0.61428 0.62333 -6.67538  0.54
H: -0.77080 2.81435 -4.95725  0.46
H: 2.46378 0.74963 -5.53718  0.46
H: 2.11215 0.78325 -2.62229  0.36
H: 0.21355 2.36383 -2.91321  0.47
H: 3.07713 -0.40414 -4.36519  0.37
H: 1.86937 -1.95323 -5.36217  0.44
H: -0.18671 -2.35603 -4.39408  0.58
H: 1.17763 -0.74224 -6.44186  0.44
H: -2.02615 1.19334 -5.78192  0.31
H: -2.14399 -0.86046 -4.71678  0.86
P: 1.73409 2.30013 -0.00674  1.58
C: 1.53748 3.10332 1.63179  -1.06
H: 2.44724 3.68058 1.84179  0.56
H: 1.41013 2.35299 2.42001  0.11
H: 0.68005 3.78536 1.63364  0.33
C: 3.50725 1.84917 0.17979  -1.45
H: 4.03288 2.71569 0.60378  0.48
H: 3.95812 1.62493 -0.79457  0.46
H: 3.62619 0.98773 0.84652  0.25
C: 1.94922 3.80405 -1.05555  -1.53
H: 2.36616 3.52094 -2.03518  0.35
H: 2.64803 4.48649 -0.54320  0.51
H: 0.98535 4.31741 -1.20467  0.30
P: 0.97719 -2.02893 -0.51683  1.51
C: -0.08112 -3.27664 -1.34168  -1.25
H: 0.57311 -4.08809 -1.68846  0.52
H: -0.60016 -2.83719 -2.20533  -0.02
H: -0.82083 -3.68512 -0.63599  0.38
C: 2.46712 -2.27359 -1.55693  -1.26
H: 2.17167 -2.30526 -2.61454  0.24
H: 2.93728 -3.23232 -1.28940  0.52
H: 3.18432 -1.45817 -1.39644  0.27
C: 1.49058 -3.00613 0.97028  -1.25
H: 1.76811 -4.03561 0.68282  0.65
H: 0.66318 -3.04149 1.69990  0.06
H: 2.35408 -2.51306 1.44487  0.36
C: -1.16374 -1.47462 6.78274  -0.91
N: -1.54738 -1.97252 5.50149  0.29
C: -2.85637 -1.69055 4.98871  -0.86
C: -0.52666 -2.57018 4.67660  -1.53
C: 0.61180 -1.65160 4.33396  1.53
C: 1.71944 -1.40806 5.19325  -0.68
C: 2.66776 -0.43422 4.84281  -0.90
C: 2.62723 0.17920 3.59067  -1.01
C: 1.56335 -0.14574 2.71946  1.56
C: 0.58651 -0.98050 3.14882  -0.91
H: -2.03497 -1.46924 7.45321  0.33
H: -0.75563 -0.44989 6.71722  0.26
H: -0.37818 -2.12669 7.19379  0.27
H: -2.91843 -0.67730 4.53975  0.19
H: -3.11526 -2.42208 4.20617  0.26
H: -3.60246 -1.74555 5.79977  0.44
H: -0.14436 -3.43782 5.25276  0.50
H: -1.03163 -2.90547 3.75406  0.36
H: 1.80667 -1.94522 6.14624  0.42
H: 3.46649 -0.16603 5.55069  0.39
H: 3.38872 0.90645 3.29814  0.43
H: 1.53856 0.27937 1.70847  -0.38

Cartesian forces (eV/Å) of the 3 atoms listed first:
1.43 0.03 -0.90
-0.08 -0.69 0.26
-0.12 -0.33 0.83



Molecular formula: C33H58O13
Method: DFT, ωB97M-V/def2-TZVPD

Energy relative to the best compared isomer or geometry (same formula, charge and spin) = 42.4 kcal/mol
Structure (SMILES) = O=C1C=C(O)C(=O)C=C1O.CC(C)=O.CC(C)=O.CC(C)=O.CC(C)=O.CC(C)=O.CC(C)=O.CC(C)=O.CC(C)=O.CC(C)=O
Total charge = 0
Orbital gap = 6.778 eV
Molar mass = 662.814 g/mol
LUMO energy = -2.196 eV

Each line ends with the Mulliken charge.
Atoms and positions in Å:
C: -0.46959 -1.99546 -2.49252  -1.17
C: -1.60142 -2.24337 -1.41780  -0.11
C: -1.65704 -1.51641 -0.10130  0.00
O: -2.39654 -1.97417 0.79501  -0.47
C: -0.71555 -0.43513 0.12136  0.85
C: 0.34232 -0.10696 -0.98426  -0.27
C: 0.57420 -0.90133 -2.26981  0.22
O: 1.46178 -0.71492 -3.02753  -0.24
O: 1.28694 0.97106 -0.92433  0.41
O: -2.44068 -3.31800 -1.61166  -0.57
H: -0.51705 -2.51283 -3.34859  0.83
H: -0.74585 0.15410 1.12303  0.59
H: 0.76448 1.38157 -0.07366  -0.22
H: -3.00559 -3.39193 -0.78937  0.28
C: 3.25936 1.83286 -5.30577  -0.50
C: 3.42427 0.38085 -5.93918  0.79
O: 4.56045 -0.16357 -6.07448  -0.60
C: 2.15488 -0.39886 -6.30012  -0.98
H: 4.26520 2.25665 -5.81252  0.35
H: 3.55875 1.60697 -4.33983  -0.22
H: 2.42821 2.35344 -5.62555  0.40
H: 1.46077 -0.21453 -5.57493  0.17
H: 2.35553 -1.42768 -6.09358  0.27
H: 1.77028 -0.25854 -7.32182  0.39
C: -2.75115 -1.69901 4.24570  -0.61
C: -3.97007 -2.27072 5.01207  0.64
O: -4.99373 -1.66511 5.16705  -0.55
C: -3.88541 -3.73906 5.50293  -1.11
H: -1.92097 -2.19594 4.44572  0.55
H: -2.70991 -0.57806 4.28459  0.28
H: -2.77827 -1.94966 2.97896  -0.02
H: -3.29825 -4.28671 4.49675  0.19
H: -4.76269 -4.18167 5.70815  0.41
H: -3.29290 -4.00743 6.46618  0.29
C: 4.46231 -2.23381 -2.02574  -0.52
C: 4.52238 -3.52706 -2.66903  0.63
O: 5.53962 -4.20191 -2.87359  -0.61
C: 3.26606 -3.93021 -3.28505  -1.07
H: 5.38434 -1.81861 -1.81248  0.58
H: 3.97903 -2.40080 -1.05836  0.29
H: 3.71660 -1.54331 -2.70256  -0.22
H: 2.97158 -3.47430 -4.09955  0.27
H: 2.48982 -3.62865 -2.65172  0.34
H: 3.20784 -4.98943 -3.50028  0.36
C: -0.12288 3.86531 2.97822  -1.59
C: 0.68029 3.18932 1.95447  0.84
O: 0.56570 2.03026 1.71095  -0.64
C: 1.71178 4.06037 1.08553  -1.19
H: 0.48606 4.55740 3.58202  0.38
H: -0.67232 3.35999 3.73982  0.43
H: -0.98100 4.41311 2.65965  0.41
H: 1.88801 3.34861 0.28161  -0.12
H: 2.59711 4.21099 1.41046  0.82
H: 1.26254 5.06052 0.83012  0.32
C: -5.45180 0.65444 1.03552  -2.08
C: -4.17651 1.20866 0.53945  1.38
O: -3.71862 0.81312 -0.52571  -0.58
C: -3.36758 2.23029 1.33822  -0.95
H: -5.86022 1.55062 1.37419  0.49
H: -5.49121 0.13705 1.88871  0.52
H: -5.89922 0.14124 0.41044  0.55
H: -3.92346 3.11357 1.58528  0.55
H: -2.27368 2.50028 1.14682  -0.10
H: -3.22159 1.83096 2.38468  0.24
C: 5.84989 3.48551 -0.11537  -1.20
C: 5.49162 2.01374 -0.44594  0.56
O: 6.23240 1.03841 0.04218  -0.64
C: 4.36107 1.68347 -1.32621  -0.05
H: 5.85699 3.93716 -1.03833  0.43
H: 6.78555 3.54888 0.32743  0.36
H: 5.09197 3.86910 0.48095  0.21
H: 3.94931 2.50493 -1.56030  0.51
H: 3.62614 1.15292 -0.68904  -0.23
H: 4.58232 0.75577 -2.01617  0.04
C: 0.39656 3.41350 -3.35196  -1.35
C: 0.31658 4.27940 -2.18767  0.82
O: 1.16908 5.11469 -1.91711  -0.60
C: -0.93129 4.25970 -1.30878  -0.74
H: 1.33790 2.68470 -3.31731  -0.12
H: 0.47846 3.99036 -4.08953  0.81
H: -0.32971 2.76258 -3.58758  0.52
H: -1.04862 3.08219 -0.87767  -0.12
H: -1.95072 4.33635 -1.87738  0.37
H: -0.82255 4.87821 -0.51307  0.40
C: -5.23590 -3.12068 1.78545  -0.39
C: -5.57214 -3.59631 0.37107  0.70
O: -4.80026 -4.39665 -0.14917  -0.68
C: -6.65047 -3.03092 -0.46577  -1.04
H: -4.77958 -2.07349 1.76881  -0.34
H: -4.50996 -3.70341 2.37226  0.20
H: -6.08781 -2.97327 2.34033  0.58
H: -6.90193 -3.86970 -1.31171  0.30
H: -6.20941 -2.12503 -0.98475  0.17
H: -7.36473 -2.83825 0.25575  0.41
C: 2.50139 -1.77430 5.46320  -1.21
C: 1.86011 -0.86515 4.43695  0.84
O: 1.67704 0.36636 4.56223  -0.56
C: 1.20738 -1.45152 3.19016  -0.56
H: 3.13304 -2.60460 5.12289  0.34
H: 1.63665 -2.17684 6.15565  0.25
H: 3.00714 -1.17467 6.21391  0.36
H: 0.32925 -1.92837 3.43687  0.23
H: 1.85050 -2.00847 2.66944  0.64
H: 1.14099 -0.76476 2.48430  -0.23

Cartesian forces (eV/Å) of the 3 atoms listed first:
-3.64 2.44 7.90
3.73 -1.21 -5.12
0.07 -0.70 1.31